This record from the Open Molecules 2025 dataset describes an isolated molecule of C5H14N2. The level of theory is ωB97M-V/def2-TZVPD.

## Properties
* Kohn-Sham gap: 0.33875 Ha
* lowest unoccupied orbital energy: 1.17 eV
* energy above the lowest of the compared OMol25 structures with the same formula, charge and spin: 34.2 kcal/mol
* SMILES string: CC[C@@H](C)NNC

Geometry as ORCA input:
```
! RIJCOSX wB97M-V def2-TZVPD def2/J DEFGRID3
* xyz 0 1
C 0.2309 -0.1560 -0.0841
C 1.2928 0.9536 0.0623
C -2.9415 0.3741 -0.4936
C 0.7451 -1.5301 0.3572
C 2.6481 0.6167 -0.5428
N -0.9286 0.2653 0.7350
N -2.1110 -0.4839 0.3541
H -0.6905 0.1163 1.7199
H -2.6681 -0.7321 1.1777
H -0.0530 -0.2083 -1.1435
H 1.4433 1.2052 1.1200
H 0.9147 1.8635 -0.4229
H -3.2027 1.3098 0.0135
H -2.4405 0.6062 -1.4392
H -3.8733 -0.1478 -0.7331
H -0.0398 -2.2913 0.2901
H 1.5633 -1.8677 -0.2876
H 1.1115 -1.5095 1.3890
H 3.1684 -0.1366 0.0576
H 2.5495 0.2430 -1.5661
H 3.2815 1.5096 -0.5637
*
```

This record from the Open Molecules 2025 dataset describes a cluster of 2 separate species, C3HN3O2 in total. The level of theory is ωB97M-V/def2-TZVPD.

## Properties
* Kohn-Sham gap (spin up / spin down): 0.22907 / 0.25248 Ha
* lowest unoccupied orbital energy (spin up / spin down): 0.42 / -4.82 eV
* energy above the lowest of the compared OMol25 structures with the same formula, charge and spin: 16.6 kcal/mol

Geometry as ORCA input:
```
! RIJCOSX wB97M-V def2-TZVPD def2/J DEFGRID3
* xyz 0 3
C 1.1043 0.2482 -0.9440
C -0.3914 -1.4117 0.2640
C -1.6703 0.5355 0.5993
N -1.7685 1.6111 0.9789
N 1.4379 0.7911 0.0566
N -1.3245 -0.6285 0.0064
O 0.8552 -0.4506 -1.8278
O 0.3737 -2.2761 0.3077
H 1.3837 1.5810 0.5591
*
```

This record from the Open Molecules 2025 dataset describes an isolated molecule of C5H14N2. The level of theory is ωB97M-V/def2-TZVPD.

## Properties
* Kohn-Sham gap: 0.33918 Ha
* lowest unoccupied orbital energy: 1.16 eV
* energy above the lowest of the compared OMol25 structures with the same formula, charge and spin: 42.7 kcal/mol
* SMILES string: CNCCN(C)C

Geometry as ORCA input:
```
! RIJCOSX wB97M-V def2-TZVPD def2/J DEFGRID3
* xyz 0 1
C 2.4259 -0.2408 -0.7556
N 1.2101 0.1808 -0.0986
C 1.5652 0.9329 1.1050
C 0.3090 -0.9209 0.2138
C -1.1093 -0.7611 -0.3352
N -1.6560 0.5210 0.1145
C -3.0127 0.6056 -0.3612
H 2.1894 -0.6996 -1.7173
H 3.0558 0.6240 -0.9636
H 3.0253 -0.9645 -0.1810
H 2.2153 0.2875 1.7220
H 0.7226 1.1144 1.7705
H 2.0329 1.8861 0.8897
H 0.1767 -1.0577 1.2880
H 0.7384 -1.8585 -0.1506
H -1.1554 -0.8928 -1.4278
H -1.7289 -1.5793 0.0517
H -0.8385 1.0794 0.2776
H -3.5801 -0.1555 0.1820
H -3.0364 0.3625 -1.4290
H -3.5492 1.5365 -0.1950
*
```

This record from the Open Molecules 2025 dataset describes a structure of composition C12H21N5OPdSeSi. The level of theory is ωB97M-V/def2-TZVPD.

## Properties
* Kohn-Sham gap (spin up / spin down): 0.32873 / 0.22560 Ha
* lowest unoccupied orbital energy (spin up / spin down): -5.35 / -8.46 eV
* energy above the lowest of the compared OMol25 structures with the same formula, charge and spin: 0.0 kcal/mol

Geometry as ORCA input:
```
! RIJCOSX wB97M-V def2-TZVPD def2/J DEFGRID3
* xyz 2 5
Pd -0.0472 0.2787 -0.0825
N 1.4998 0.2216 3.8824
C 1.2745 0.3254 2.5816
O 0.1445 0.0811 2.1082
C 2.4019 0.7780 1.6821
C 2.2857 0.1893 0.3133
H 0.7466 -0.0445 4.4978
H 2.4112 0.3916 4.2739
H 3.3722 0.5234 2.1246
H 2.3586 1.8706 1.6492
H 2.2636 -0.8972 0.2432
H 2.8005 0.6788 -0.5029
N -1.0152 -1.2032 -3.9160
C -0.2644 -0.1992 -4.4914
C 0.2193 0.5463 -3.4633
N -0.2269 0.0132 -2.2748
C -0.9637 -1.0357 -2.5843
C -1.5534 -1.8021 -1.4932
N -1.3172 -1.4077 -0.2563
C -1.9646 -2.2866 0.5830
C -2.5970 -3.2193 -0.1737
N -2.3267 -2.8981 -1.4898
H -1.4988 -1.9273 -4.4226
H -0.1457 -0.1185 -5.5577
H 0.8557 1.4134 -3.5039
H -1.9303 -2.1879 1.6537
H -3.2049 -4.0669 0.0905
H -2.6614 -3.4103 -2.2901
C -4.3067 2.9341 0.3525
Si -2.8559 3.9769 -0.0422
C -2.3327 5.1721 1.2433
C -2.6877 4.5320 -1.7819
Se -0.9334 2.4654 0.0443
H -5.2104 3.5524 0.3534
H -4.2133 2.4846 1.3417
H -4.4401 2.1500 -0.3936
H -3.0717 5.9791 1.2941
H -1.3682 5.6227 1.0074
H -2.2890 4.7046 2.2278
H -3.4391 5.3057 -1.9749
H -2.8705 3.7136 -2.4794
H -1.7095 4.9727 -1.9772
*
```

This record from the Open Molecules 2025 dataset describes a cluster of 5 separate species, C19H43BF2NO4PS4Si in total. The level of theory is ωB97M-V/def2-TZVPD.

## Properties
* Kohn-Sham gap: 0.27690 Ha
* lowest unoccupied orbital energy: -0.60 eV

Geometry as ORCA input:
```
! RIJCOSX wB97M-V def2-TZVPD def2/J DEFGRID3
* xyz 0 1
C 0.3612 0.4211 2.9089
Si 0.9954 -0.1377 1.2178
C 1.2740 -2.0295 1.2732
C -0.1975 0.1801 -0.2170
C -1.2645 1.2790 0.0220
C -2.6993 0.8560 -0.2890
F -3.3414 1.9971 -0.8002
F -2.8067 -0.0926 -1.2738
B -3.5338 0.4183 0.9982
P -5.0467 1.3741 1.6565
N -4.5860 2.6807 2.4690
C 2.7083 0.6247 0.9723
C 3.6302 0.1249 0.0793
C 4.8856 0.6605 -0.0660
C 5.2312 1.7315 0.7249
C 4.3296 2.2706 1.6061
C 3.0790 1.7227 1.7380
H -0.3773 -0.3045 3.2605
H 1.2234 0.4692 3.5821
H -0.0509 1.4357 2.8801
H 2.3288 -2.2316 1.0578
H 1.0188 -2.4333 2.2565
H 0.7095 -2.5194 0.4723
H -0.7002 -0.7755 -0.4156
H 0.3276 0.4212 -1.1601
H -1.0643 2.1552 -0.6039
H -1.2688 1.6604 1.0522
H -3.2136 -0.5702 1.5747
H -5.7501 0.5185 2.5305
H -5.9114 1.7644 0.6017
H -4.9032 2.5725 3.4291
H 3.3400 -0.7302 -0.5311
H 5.5692 0.2133 -0.7797
H 6.2264 2.1570 0.6527
H 4.6046 3.1323 2.2055
H 2.3791 2.1493 2.4511
C 6.8410 6.8007 1.0945
S 6.0213 5.1998 1.0549
O 7.0305 4.1842 1.4519
C 5.8504 5.1177 -0.7322
H 7.0780 7.0338 2.1307
H 7.7600 6.7590 0.5094
H 6.1701 7.5613 0.6944
H 6.8335 5.1844 -1.1994
H 5.2116 5.9327 -1.0733
H 5.3888 4.1642 -0.9833
C -0.2826 0.3056 -5.1781
S 0.4360 -0.7409 -3.9039
O 1.5046 0.0474 -3.2336
C 1.2343 -1.8844 -5.0356
H -0.8084 1.1236 -4.6889
H 0.5075 0.7058 -5.8139
H -0.9879 -0.2775 -5.7705
H 1.9249 -1.3447 -5.6841
H 0.4758 -2.3923 -5.6322
H 1.7843 -2.6198 -4.4495
C -8.2966 0.2796 4.8727
S -7.4017 -1.2783 4.9540
O -6.3046 -1.2076 3.9513
C -8.7090 -2.2853 4.2410
H -7.6398 1.0669 5.2381
H -8.5806 0.4890 3.8409
H -9.1823 0.2224 5.5055
H -8.9659 -1.9096 3.2502
H -9.5818 -2.2618 4.8937
H -8.3431 -3.3070 4.1607
C 1.2185 -7.5024 -3.2345
S 1.0118 -6.2770 -4.5342
O 2.1345 -5.3107 -4.4161
C -0.4421 -5.4945 -3.8187
H 2.1080 -8.0873 -3.4598
H 1.3423 -7.0028 -2.2734
H 0.3475 -8.1578 -3.2124
H -0.2092 -5.1270 -2.8188
H -1.2592 -6.2149 -3.7769
H -0.7268 -4.6601 -4.4570
*
```

This record from the Open Molecules 2025 dataset describes a structure of composition C19H21F2I3InN4S. The level of theory is ωB97M-V/def2-TZVPD.

## Properties
* Kohn-Sham gap: 0.24244 Ha
* lowest unoccupied orbital energy: -4.42 eV
* energy above the lowest of the compared OMol25 structures with the same formula, charge and spin: 0.0 kcal/mol

Geometry as ORCA input:
```
! RIJCOSX wB97M-V def2-TZVPD def2/J DEFGRID3
* xyz 1 1
In -0.8578 -0.9200 -0.2307
N -1.2957 -1.4499 2.0918
C -1.3778 -2.8833 2.4134
C -0.6074 -3.6831 1.3697
N -1.0970 -3.2979 0.0334
H -0.5147 -1.0069 2.5658
H -2.1273 -0.9462 2.3829
H -2.4282 -3.1774 2.4022
H -0.9899 -3.1060 3.4084
H -0.7199 -4.7515 1.5606
H 0.4571 -3.4442 1.4212
H -2.0775 -3.5545 -0.0554
H -0.5875 -3.7975 -0.6890
F 4.3468 -0.0170 1.2284
C 3.1159 0.5063 1.1169
C 2.0938 -0.2794 0.6172
C 0.8192 0.2561 0.4773
C 0.5721 1.5844 0.8571
C 1.6391 2.3195 1.3721
F 1.4481 3.5834 1.7943
C 2.9155 1.8129 1.5077
C -0.8001 2.1541 0.7356
C -1.0562 3.5082 0.5229
C -2.3647 3.9384 0.4122
C -3.3969 3.0195 0.5118
C -3.0610 1.6926 0.6916
N -1.8023 1.2665 0.8029
H 2.3174 -1.2970 0.3197
H 3.7144 2.4140 1.9171
H -0.2418 4.2088 0.4341
H -2.5784 4.9853 0.2414
H -4.4323 3.3188 0.4353
H -3.8285 0.9267 0.7425
S 0.8342 -2.0819 -2.1867
C 2.0386 -0.9019 -2.4429
N 1.6834 0.3832 -2.6730
C 2.5533 1.4087 -2.8082
C 3.8927 1.1814 -2.7405
C 4.3273 -0.1417 -2.5472
C 3.4231 -1.1609 -2.4081
H 0.6837 0.5775 -2.7406
H 2.1118 2.3815 -2.9698
H 4.5893 1.9987 -2.8445
H 5.3869 -0.3556 -2.5001
H 3.7394 -2.1806 -2.2452
I -5.1077 -2.1574 0.7280
I -5.0397 -1.2711 3.2159
I -1.9705 1.0525 -2.8992
C -2.4358 -0.6640 -1.6833
H -2.4823 -1.4966 -2.3811
H -3.4243 -0.4554 -1.2863
*
```

Per-record max |F|, eV/Å: 0.93 7.45 2.80 0.66 1.58 0.16